Record 1
An isolated ion of composition C5H7N2S and charge -1 in a non-equilibrium geometry. Source: the Open Molecules 2025 dataset; level of theory: ωB97M-V/def2-TZVPD.

Geometry (Å):
N: 1.077 1.159 -1.306
H: -1.168 2.204 -2.329
H: 1.987 -2.103 1.347
N: 2.007 0.463 -0.256
C: -0.128 -0.104 0.087
H: 0.997 -1.206 2.463
H: -2.172 1.144 -1.333
S: 1.734 2.104 -2.551
C: 1.213 -0.300 0.431
H: -1.367 0.551 -2.706
C: -1.243 1.226 -1.859
H: -1.010 -0.565 0.698
H: 2.562 -0.630 1.909
C: 1.648 -1.108 1.632
C: -0.172 0.704 -1.004

The spin multiplicity is 3. The total charge is -1. Its HOMO-LUMO gap (alpha / beta) is 0.1039 / 0.2437 Ha. The electronic energy is -19110.211 eV. Its LUMO energy (alpha / beta) is 3.786 / 2.681 eV. The largest force on an atom comes out at 4.7 eV/A.

---

Record 2
An isolated ion of composition C5H7N2S and charge +1 in a non-equilibrium geometry. Source: the Open Molecules 2025 dataset; level of theory: ωB97M-V/def2-TZVPD.

Geometry (Å):
C: 1.792 -1.349 0.134
C: -1.334 0.829 -0.106
H: -1.514 2.931 0.002
C: 1.519 -0.146 0.563
H: 2.732 -1.867 0.277
N: -0.377 -0.145 -0.196
C: -0.938 2.133 0.467
H: 0.124 2.331 0.342
H: 1.800 0.730 1.088
C: -0.341 -1.331 -0.718
N: 0.795 -2.011 -0.568
S: -2.841 0.460 -0.618
H: -1.177 2.153 1.534
H: 0.925 -2.942 -0.941
H: -1.165 -1.777 -1.260

The total charge is +1. Its HOMO-LUMO gap is 0.2855 Ha. The electronic energy is -19104.562 eV. Its LUMO energy is -5.131 eV. The largest force on an atom comes out at 5.8 eV/A.

---

Record 3
An isolated ion of composition C5H7N2S and charge +1 in a non-equilibrium geometry. Source: the Open Molecules 2025 dataset; level of theory: ωB97M-V/def2-TZVPD.

Geometry (Å):
H: 1.596 -0.800 0.402
S: 1.312 -0.708 3.165
C: -0.123 -0.433 2.528
C: -1.151 0.281 -0.733
H: -1.237 -0.276 3.035
C: -1.433 0.397 0.574
C: 0.654 -0.376 0.318
H: 1.996 -0.224 -1.857
N: 0.186 -0.085 -0.877
H: -1.840 0.474 -1.460
N: -0.310 -0.100 1.189
H: 0.549 -0.240 -2.937
C: 1.012 0.151 -2.049
H: -2.385 0.600 0.874
H: 1.173 1.341 -2.173

The spin multiplicity is 3. The total charge is +1. Its HOMO-LUMO gap (alpha / beta) is 0.3014 / 0.2648 Ha. The electronic energy is -19103.279 eV. Its LUMO energy (alpha / beta) is -3.132 / -7.149 eV. The largest force on an atom comes out at 7.2 eV/A.

---

Record 4
One molecule with the formula C5H7N3 in a non-equilibrium geometry. Source: the Open Molecules 2025 dataset; level of theory: ωB97M-V/def2-TZVPD.

Geometry (Å):
C: -1.124 2.215 0.085
H: 1.067 1.215 -0.857
H: 0.211 -1.696 1.856
N: -0.552 3.048 0.654
H: 1.741 -0.871 1.439
C: 0.855 -1.367 1.037
N: -1.938 1.542 -0.752
C: -1.989 0.283 -0.767
H: 0.425 0.028 -1.986
C: 0.918 0.157 -1.020
N: -1.184 -0.495 0.059
H: 1.203 -2.258 0.508
H: -1.677 -1.078 0.726
C: 0.140 -0.432 0.113
H: 1.903 -0.292 -1.095

Its HOMO-LUMO gap (alpha / beta) is 0.2715 / 0.2717 Ha. The electronic energy is -9765.148 eV. Its LUMO energy (alpha / beta) is -0.502 / -0.500 eV. The largest force on an atom comes out at 3.0 eV/A.

---

Record 5
One molecule with the formula C5H7N3 in a non-equilibrium geometry. Source: the Open Molecules 2025 dataset; level of theory: ωB97M-V/def2-TZVPD.

Geometry (Å):
C: -2.023 -0.023 -0.541
H: -2.051 -0.123 -1.633
H: 1.837 2.353 0.401
C: 1.238 1.482 -0.064
C: 2.052 0.419 -0.555
C: 0.014 1.139 0.313
H: -2.347 -0.978 -0.062
H: -0.556 2.111 0.930
C: 0.698 -1.668 0.577
H: -2.984 0.616 -0.170
N: -0.151 -1.217 -0.283
N: 2.657 -0.636 -0.499
H: 1.399 -2.556 0.212
N: -0.570 0.030 0.078
H: 0.785 -0.950 1.297

Its HOMO-LUMO gap is 0.3298 Ha. The SMILES is C=NN(C)/C=C\C#N. The electronic energy is -9762.665 eV. Its LUMO energy is 0.586 eV. The largest force on an atom comes out at 8.3 eV/A.

---

Record 6
C5H7N3 as an isolated structure in a non-equilibrium geometry. Source: the Open Molecules 2025 dataset; level of theory: ωB97M-V/def2-TZVPD.

Geometry (Å):
N: 0.244 -0.686 -0.468
C: 0.812 1.106 1.634
H: 1.923 1.016 1.885
C: 0.097 -0.195 2.033
C: -1.170 -0.888 -2.494
H: -0.496 -2.422 -1.339
H: 0.896 2.386 -0.305
H: -1.598 -1.595 -3.169
C: 0.557 1.483 0.219
N: 0.235 0.616 -0.672
N: -0.202 -1.111 1.274
H: -1.258 0.146 -2.741
H: 0.020 -0.365 3.244
C: -0.466 -1.429 -1.397
H: 0.408 1.938 2.296

Its HOMO-LUMO gap (alpha / beta) is 0.3076 / 0.3076 Ha. The electronic energy is -9763.766 eV. Its LUMO energy (alpha / beta) is 0.255 / 0.256 eV. The largest force on an atom comes out at 6.8 eV/A.

---

Record 7
One molecule with the formula C5H7N3 in a non-equilibrium geometry. Source: the Open Molecules 2025 dataset; level of theory: ωB97M-V/def2-TZVPD.

Geometry (Å):
C: 1.500 -0.084 -0.570
H: -2.594 0.781 1.191
H: 2.336 -0.258 -1.286
H: 0.982 0.411 -3.064
C: 0.181 0.147 -1.101
H: -0.760 0.421 -2.887
N: 0.134 0.437 -2.428
C: -0.762 0.005 0.884
H: -1.698 0.327 2.598
H: 2.497 -0.642 1.150
N: -1.891 0.176 1.624
C: 1.578 -0.576 0.699
H: 0.406 -0.727 2.535
C: 0.418 -0.530 1.481
N: -0.909 0.232 -0.425

Its HOMO-LUMO gap is 0.3157 Ha. The SMILES is Nc1cccc(N)n1. The electronic energy is -9768.936 eV. Its LUMO energy is 1.141 eV. The largest force on an atom comes out at 3.9 eV/A.

---

Record 8
One molecule with the formula C5H7N3 in a non-equilibrium geometry. Source: the Open Molecules 2025 dataset; level of theory: ωB97M-V/def2-TZVPD.

Geometry (Å):
N: -0.437 -0.633 -2.009
N: -0.573 0.653 -1.542
N: 0.740 1.081 1.757
C: 0.061 -1.577 -1.151
H: -1.551 1.378 1.301
H: 1.720 -0.995 1.771
C: -0.542 1.509 0.847
C: -0.354 0.610 -0.228
H: -0.396 -0.646 -3.117
H: -0.810 -2.293 -0.986
C: 0.363 -0.555 0.093
H: 0.978 -2.101 -1.448
H: 0.237 1.189 2.745
H: -0.468 2.671 0.750
C: 1.032 -0.290 1.217

Its HOMO-LUMO gap is 0.2969 Ha. The SMILES is C1=C2CNN=C2CN1. The electronic energy is -9764.477 eV. Its LUMO energy is 0.988 eV. The largest force on an atom comes out at 7.2 eV/A.

---

Record 9
One molecule with the formula C5H7N3 in a non-equilibrium geometry. Source: the Open Molecules 2025 dataset; level of theory: ωB97M-V/def2-TZVPD.

Geometry (Å):
H: 1.305 1.237 -0.991
N: 1.673 -0.438 0.167
C: 0.631 -0.154 1.017
C: -1.014 -1.106 -0.299
H: -1.033 2.038 0.033
H: 0.389 -0.816 1.831
N: -2.506 0.435 0.092
H: 2.496 -0.017 0.666
N: -2.307 -0.922 -0.022
C: 1.077 0.160 -1.037
H: 1.026 -0.221 -2.051
H: 0.685 0.752 1.464
C: -1.320 1.010 0.006
C: -0.302 0.112 -0.215
H: -0.799 -2.070 -0.662

Its HOMO-LUMO gap is 0.3565 Ha. The SMILES is C1=NN=CC12CNC2. The electronic energy is -9764.260 eV. Its LUMO energy is 0.186 eV. The largest force on an atom comes out at 5.1 eV/A.

---

Record 10
C5H7N3 as an isolated structure in a non-equilibrium geometry. Source: the Open Molecules 2025 dataset; level of theory: ωB97M-V/def2-TZVPD.

Geometry (Å):
C: -0.771 1.081 0.225
C: 0.046 -0.216 0.126
C: -2.110 0.659 0.005
H: 1.393 -1.611 0.179
H: -0.592 2.214 0.153
H: -2.622 -1.199 0.997
H: 2.326 1.373 -0.664
N: 1.381 -0.615 0.420
H: -3.278 -1.158 -0.651
H: -3.117 1.031 -0.095
N: 3.708 -0.315 -0.051
C: -2.247 -0.736 -0.099
N: -0.836 -1.284 -0.132
H: 4.226 0.630 -0.427
C: 2.493 0.146 0.014

Its HOMO-LUMO gap is 0.3379 Ha. The electronic energy is -9763.801 eV. Its LUMO energy is 0.228 eV. The largest force on an atom comes out at 5.2 eV/A.